(1)
A structure of composition C22H39Cl3N3O3PdSi, computed with the ωB97M-V functional and the def2-TZVPD basis.

charge: -1
E_tot: -3049.66274 a.u.
multiplicity: 3
highest occupied orbital energy (alpha / beta): -3.80 / -3.78 eV
HOMO-LUMO gap (alpha / beta): 0.2264 / 0.2257 Eh

Atoms and positions in Å:
C (-2.952, -1.994, -2.078)
C (-1.925, -1.180, -2.793)
H (-3.857, -2.126, -2.681)
H (-3.202, -1.481, -1.132)
H (-2.552, -2.992, -1.809)
C (-2.097, -0.611, -3.996)
C (-3.407, -0.576, -4.699)
H (-1.238, -0.248, -4.559)
H (-4.249, -0.626, -3.999)
H (-3.538, -1.385, -5.429)
H (-3.509, 0.354, -5.259)
Pd (0.629, -0.036, 0.698)
Cl (1.093, -2.314, 0.443)
Cl (-0.669, 1.156, 2.799)
H (4.413, 0.946, 4.836)
H (4.134, -1.628, 5.387)
C (3.331, 0.970, 4.659)
C (3.062, -1.429, 5.239)
N (2.874, -0.351, 4.276)
H (3.083, 1.703, 3.887)
C (2.357, -0.586, 3.067)
O (2.251, 0.320, 2.197)
H (2.567, -2.335, 4.863)
H (2.053, -1.627, 2.875)
H (2.871, 1.251, 5.613)
H (2.638, -1.149, 6.212)
H (-2.547, 1.683, -0.864)
H (-1.213, 2.664, -3.369)
C (-2.142, 2.662, -0.554)
C (-1.085, 3.487, -2.648)
N (-0.927, 2.981, -1.293)
H (-1.953, 2.648, 0.529)
C (0.305, 2.790, -0.788)
O (0.561, 2.332, 0.343)
H (-0.171, 4.039, -2.907)
H (1.100, 3.098, -1.498)
H (-2.887, 3.431, -0.793)
H (-1.953, 4.153, -2.700)
O (-0.831, -0.056, -1.006)
C (-0.621, -0.995, -1.971)
C (0.932, 0.624, -3.162)
C (0.598, -0.691, -2.870)
H (0.425, 1.416, -2.595)
C (1.845, 0.922, -4.174)
H (-0.425, -1.961, -1.477)
C (1.318, -1.734, -3.442)
H (2.041, 1.964, -4.416)
C (2.444, -0.140, -4.869)
C (2.220, -1.456, -4.469)
H (1.116, -2.745, -3.076)
H (3.108, 0.083, -5.704)
H (2.726, -2.288, -4.986)
Si (-1.918, -0.524, 3.174)
Cl (-2.322, -0.844, 1.111)
C (-2.865, 0.633, 4.487)
C (-0.740, -1.947, 3.569)
C (-3.486, -1.620, 3.794)
H (-2.423, 1.624, 4.650)
H (-2.890, 0.151, 5.482)
H (-3.885, 0.797, 4.128)
H (-4.446, -1.147, 3.524)
H (-3.444, -1.726, 4.889)
H (-3.442, -2.630, 3.363)
H (-0.171, -2.314, 2.705)
H (-1.351, -2.790, 3.909)
H (-0.033, -1.688, 4.357)
C (4.669, 0.606, -1.313)
C (3.321, 0.249, -0.943)
N (2.240, 0.122, -0.530)
H (4.669, 1.613, -1.749)
H (5.071, -0.098, -2.045)
H (5.304, 0.595, -0.419)

(2)
A cluster of 2 separate species, C22H39F2IN2O5PS in total, computed with the ωB97M-V functional and the def2-TZVPD basis.

charge: +1
E_tot: -2583.64823 a.u.
highest occupied orbital energy: -11.09 eV
HOMO-LUMO gap: 0.2803 Eh

Atoms and positions in Å:
C (-0.076, -4.672, 1.479)
C (0.690, -4.035, 0.142)
C (1.464, -2.657, 0.567)
I (3.539, -3.288, 0.853)
C (1.175, -1.337, -0.337)
N (1.473, 0.030, 0.327)
C (2.326, 0.033, 1.338)
C (2.017, -0.196, 2.966)
C (3.922, 0.455, 1.057)
N (2.015, -1.061, -1.603)
S (2.620, -2.320, -2.603)
C (1.265, 0.142, -2.217)
C (2.155, 1.532, -2.469)
C (1.213, 2.809, -2.943)
C (0.998, 3.944, -1.775)
C (-0.599, 4.226, -1.409)
O (-0.849, 4.879, -0.260)
O (-1.735, 3.852, -2.270)
C (-0.127, 0.448, -1.427)
C (-0.414, -0.988, -0.606)
C (-1.349, -0.801, 0.770)
C (-2.761, 0.008, 0.470)
F (-3.128, 0.673, 1.777)
P (-1.600, -1.765, -1.843)
C (-0.709, -2.800, -3.237)
C (-2.704, -3.147, -0.997)
C (-4.034, -3.259, -2.008)
H (-1.048, -4.076, 1.777)
H (-0.234, -5.836, 1.406)
H (0.695, -4.509, 2.372)
H (1.472, -4.878, -0.182)
H (-0.078, -3.952, -0.719)
H (1.042, -2.417, 1.659)
H (1.899, 0.909, 3.401)
H (0.962, -0.709, 3.024)
H (2.876, -0.798, 3.506)
H (4.558, -0.419, 0.616)
H (4.463, 0.825, 2.032)
H (3.999, 1.346, 0.267)
H (2.912, -0.562, -1.317)
H (4.027, -2.427, -2.580)
H (1.006, -0.262, -3.291)
H (2.577, 1.840, -1.396)
H (3.095, 1.355, -3.143)
H (0.184, 2.414, -3.400)
H (1.786, 3.327, -3.843)
H (1.523, 3.710, -0.755)
H (1.447, 4.970, -2.178)
H (-2.390, 3.333, -1.698)
H (-0.909, 0.486, -2.329)
H (-0.346, 1.455, -0.896)
H (-1.555, -1.887, 1.215)
H (-0.806, -0.209, 1.619)
H (-3.670, -0.700, 0.225)
H (-2.666, 0.858, -0.331)
H (-0.227, -2.018, -3.975)
H (0.045, -3.584, -2.837)
H (-1.589, -3.370, -3.789)
H (-3.134, -2.809, 0.032)
H (-2.210, -4.200, -1.027)
H (-4.314, -2.207, -2.478)
H (-3.706, -3.953, -2.908)
H (-4.939, -3.796, -1.492)
C (-1.733, 4.556, 3.138)
C (-1.596, 4.867, 4.589)
O (-1.215, 3.634, 5.156)
C (-0.537, 2.984, 4.168)
O (0.179, 2.015, 4.353)
O (-0.752, 3.557, 2.944)
F (-2.786, 5.229, 5.120)
H (-2.719, 4.152, 2.883)
H (-1.537, 5.426, 2.506)
H (-0.840, 5.626, 4.816)

(3)
A structure of composition C22H39F4N3O20S4Y, computed with the ωB97M-V functional and the def2-TZVPD basis.

charge: +1
E_tot: -4561.06833 a.u.
highest occupied orbital energy: -12.37 eV
HOMO-LUMO gap: 0.2423 Eh

Atoms and positions in Å:
Y (2.651, -2.846, -0.280)
N (0.706, -1.904, -0.747)
S (-0.729, -2.511, -0.322)
O (-1.393, -3.325, -1.284)
O (-1.507, -1.725, 0.608)
F (-0.105, -3.603, 0.699)
S (-0.016, -0.488, -1.413)
O (-0.166, 0.611, -0.520)
O (-1.031, -0.688, -2.409)
F (1.181, 0.055, -2.298)
N (4.096, -3.050, -1.948)
S (3.802, -2.871, -3.626)
O (3.381, -4.091, -4.228)
O (4.528, -1.904, -4.389)
F (2.425, -2.094, -3.278)
S (5.567, -3.583, -2.235)
O (6.503, -2.518, -2.464)
O (5.766, -4.896, -2.760)
F (5.824, -3.879, -0.659)
O (3.335, -0.480, -0.266)
C (3.844, 0.645, -0.294)
O (4.427, 1.181, -1.325)
C (4.304, 0.543, -2.620)
C (4.961, 1.390, -3.699)
C (3.809, 1.532, 0.903)
H (3.257, 0.417, -2.887)
H (4.778, -0.428, -2.477)
H (4.847, 0.803, -4.609)
H (6.027, 1.570, -3.561)
H (4.485, 2.368, -3.744)
H (3.690, 0.938, 1.807)
H (2.946, 2.197, 0.902)
H (4.717, 2.130, 0.960)
O (1.812, -1.960, 1.835)
C (1.318, -1.508, 2.866)
O (0.850, -2.189, 3.879)
C (0.977, -3.633, 3.869)
C (0.292, -4.173, 5.107)
C (1.035, -0.033, 3.024)
H (2.002, -3.947, 3.679)
H (0.339, -3.968, 3.045)
H (0.854, -3.990, 6.025)
H (0.341, -5.261, 5.018)
H (-0.726, -3.817, 5.233)
H (-0.033, 0.149, 3.154)
H (1.348, 0.417, 2.084)
H (1.506, 0.417, 3.896)
O (-1.162, 3.125, -1.589)
C (-0.363, 3.118, -2.489)
O (0.929, 3.466, -2.388)
C (1.450, 3.623, -1.075)
C (2.601, 4.615, -1.152)
C (-0.715, 2.560, -3.843)
H (1.801, 2.668, -0.678)
H (0.656, 3.977, -0.416)
H (3.396, 4.294, -1.823)
H (3.066, 4.694, -0.163)
H (2.293, 5.638, -1.358)
H (-1.203, 1.604, -3.669)
H (0.130, 2.547, -4.526)
H (-1.464, 3.197, -4.318)
C (-5.752, 1.173, -1.043)
C (-4.522, 0.445, -1.570)
C (-4.693, -0.415, -2.830)
C (-5.196, 0.308, -4.009)
N (-5.522, 0.888, -4.945)
H (-6.364, 1.627, -1.826)
H (-5.488, 2.045, -0.440)
H (-6.402, 0.551, -0.428)
H (-4.195, -0.228, -0.771)
H (-3.689, 1.136, -1.725)
H (-5.441, -1.164, -2.565)
H (-3.727, -0.866, -3.048)
C (-3.323, -1.943, 3.454)
C (-4.458, -1.626, 2.456)
O (-5.477, -1.049, 3.279)
C (-5.025, -0.914, 4.529)
O (-5.643, -0.430, 5.422)
O (-3.800, -1.428, 4.673)
H (-2.429, -1.401, 3.140)
H (-3.102, -3.009, 3.519)
H (-4.824, -2.472, 1.876)
H (-4.191, -0.861, 1.724)
C (-2.766, 2.184, 1.477)
C (-1.519, 3.051, 1.748)
O (-1.145, 2.813, 3.103)
C (-2.020, 2.007, 3.691)
O (-2.063, 1.676, 4.830)
O (-2.945, 1.598, 2.774)
H (-2.562, 1.396, 0.757)
H (-3.536, 2.910, 1.234)
H (-1.755, 4.104, 1.616)
H (-0.665, 2.768, 1.135)

(4)
A cluster of 10 separate species, C22H40F8N2O28PS5 in total, computed with the ωB97M-V functional and the def2-TZVPD basis.

charge: -1
E_tot: -6210.05507 a.u.
highest occupied orbital energy: -7.28 eV
HOMO-LUMO gap: 0.3284 Eh

Atoms and positions in Å:
P (-0.647, -0.503, 0.515)
F (-2.118, -0.799, -0.153)
F (-1.297, 0.847, 1.232)
F (-1.114, -1.358, 1.794)
F (0.721, -0.024, 1.283)
F (0.077, -1.750, -0.144)
F (-0.327, 0.416, -0.773)
C (3.140, -1.963, -0.044)
C (2.781, -2.483, -1.422)
O (2.621, -3.650, -1.723)
N (2.977, -1.517, -2.395)
C (2.933, -1.778, -3.842)
H (4.221, -1.804, -0.030)
H (2.868, -2.699, 0.708)
H (2.738, -0.956, 0.070)
H (3.368, -0.624, -2.160)
H (2.364, -2.646, -4.166)
H (3.956, -1.892, -4.202)
H (2.417, -0.886, -4.199)
C (-3.780, 4.436, -4.547)
C (-3.023, 3.663, -3.490)
O (-2.202, 4.200, -2.750)
N (-3.275, 2.342, -3.469)
C (-2.624, 1.326, -2.683)
H (-4.191, 3.760, -5.298)
H (-3.090, 5.119, -5.036)
H (-4.613, 4.976, -4.098)
H (-4.084, 2.089, -4.012)
H (-2.604, 0.382, -3.223)
H (-3.142, 1.153, -1.736)
H (-1.612, 1.594, -2.395)
C (0.393, 3.429, -4.159)
C (0.909, 2.104, -3.665)
O (2.297, 2.163, -3.876)
C (2.591, 3.299, -4.572)
O (3.674, 3.714, -4.817)
O (1.461, 3.925, -4.936)
F (0.398, 1.078, -4.445)
H (0.255, 4.072, -3.281)
H (-0.587, 3.397, -4.622)
H (0.675, 1.888, -2.620)
C (-0.078, 1.228, 4.213)
C (-1.097, 1.862, 5.126)
O (-0.805, 1.156, 6.317)
C (0.553, 1.067, 6.348)
O (1.224, 0.875, 7.311)
O (1.032, 1.125, 5.095)
F (-2.387, 1.636, 4.774)
H (0.150, 1.829, 3.335)
H (-0.383, 0.234, 3.874)
H (-0.968, 2.946, 5.216)
C (-1.882, -2.795, -2.031)
C (-0.501, -2.653, -2.632)
O (-0.609, -3.337, -3.873)
S (-1.584, -4.660, -3.717)
O (-0.814, -5.793, -3.306)
O (-2.431, -4.764, -4.880)
O (-2.433, -4.015, -2.498)
H (-2.563, -1.956, -2.193)
H (-1.828, -2.822, -0.940)
H (0.235, -3.214, -2.049)
H (-0.166, -1.633, -2.800)
C (-1.261, 4.129, 0.853)
C (-0.056, 3.679, 0.051)
O (0.623, 4.869, -0.270)
S (0.464, 5.997, 0.920)
O (-0.013, 7.199, 0.316)
O (1.636, 6.040, 1.738)
O (-0.722, 5.140, 1.701)
H (-1.722, 3.352, 1.455)
H (-1.962, 4.646, 0.191)
H (-0.333, 3.207, -0.889)
H (0.517, 2.971, 0.654)
C (3.037, 2.367, 1.435)
C (4.285, 1.548, 1.743)
O (5.289, 1.947, 0.781)
S (4.583, 2.269, -0.601)
O (4.394, 1.024, -1.289)
O (5.166, 3.407, -1.273)
O (3.138, 2.726, 0.045)
H (2.941, 3.295, 1.999)
H (2.160, 1.746, 1.614)
H (4.120, 0.487, 1.560)
H (4.709, 1.766, 2.718)
C (0.436, -3.479, 3.270)
C (0.916, -3.092, 4.683)
O (2.202, -3.687, 4.858)
S (2.564, -4.730, 3.686)
O (2.847, -6.020, 4.238)
O (3.504, -4.150, 2.758)
O (1.046, -4.757, 3.069)
H (0.758, -2.733, 2.545)
H (-0.638, -3.610, 3.201)
H (0.277, -3.451, 5.489)
H (1.071, -2.016, 4.768)
C (-3.355, -3.320, 1.915)
C (-4.852, -3.654, 1.640)
O (-5.030, -4.979, 2.152)
S (-3.790, -5.529, 2.997)
O (-3.612, -6.924, 2.712)
O (-3.922, -5.167, 4.391)
O (-2.766, -4.535, 2.349)
H (-3.229, -2.629, 2.749)
H (-2.953, -2.873, 1.010)
H (-5.077, -3.807, 0.585)
H (-5.559, -3.022, 2.174)

(5)
A cluster of 4 separate species, C22H40FN3O8 in total, computed with the ωB97M-V functional and the def2-TZVPD basis.

E_tot: -1728.01945 a.u.
highest occupied orbital energy: -9.90 eV
HOMO-LUMO gap: 0.3640 Eh
structure (SMILES): CC[C@@H](F)[C@](N)(C#N)[C@@H](C#N)OC[C@@H](C)O.CCOC(C)=O.CCOC(C)=O.CCOC(C)=O

Atoms and positions in Å:
C (-3.502, -2.106, 0.837)
C (-3.550, -1.681, -0.774)
C (-2.792, -2.812, -1.686)
F (-3.511, -3.006, -3.000)
C (-1.174, -2.613, -1.846)
N (-0.696, -3.760, -2.761)
C (-0.398, -2.806, -0.380)
N (0.110, -2.841, 0.831)
C (-0.700, -1.157, -2.428)
C (-1.530, -0.651, -3.748)
N (-2.462, -0.410, -4.646)
O (-0.662, -0.206, -1.307)
C (0.131, 0.994, -1.607)
C (1.735, 0.870, -1.294)
C (2.093, 0.212, 0.178)
O (2.516, 0.226, -2.396)
H (-2.454, -1.837, 1.314)
H (-3.603, -3.290, 0.886)
H (-4.416, -1.658, 1.427)
H (-3.223, -0.575, -0.973)
H (-4.706, -1.738, -1.063)
H (-2.943, -3.850, -1.115)
H (0.331, -3.622, -2.885)
H (-0.905, -4.670, -2.255)
H (0.432, -1.295, -2.782)
H (0.020, 1.412, -2.694)
H (-0.283, 1.851, -0.886)
H (2.150, 1.989, -1.249)
H (1.255, 0.386, 0.990)
H (2.277, -0.941, 0.108)
H (3.107, 0.722, 0.535)
H (1.924, 0.262, -3.208)
C (-4.907, -3.238, -5.462)
C (-5.764, -4.437, -5.814)
O (-7.141, -4.203, -5.467)
C (-8.040, -3.594, -6.273)
C (-7.543, -2.838, -7.469)
O (-9.234, -3.595, -5.984)
H (-5.204, -2.352, -6.030)
H (-3.853, -3.444, -5.667)
H (-5.018, -2.986, -4.402)
H (-5.664, -4.734, -6.862)
H (-5.438, -5.297, -5.218)
H (-7.341, -1.803, -7.185)
H (-8.323, -2.853, -8.237)
H (-6.659, -3.280, -7.928)
C (6.629, -0.390, 4.330)
C (6.228, 1.072, 4.329)
O (5.123, 1.299, 3.435)
C (3.821, 1.164, 3.778)
C (3.480, 0.447, 5.051)
O (2.936, 1.552, 3.020)
H (5.820, -1.027, 4.698)
H (7.509, -0.548, 4.960)
H (6.858, -0.725, 3.313)
H (6.012, 1.450, 5.332)
H (7.062, 1.671, 3.947)
H (3.368, -0.620, 4.846)
H (2.530, 0.842, 5.426)
H (4.207, 0.602, 5.847)
C (3.201, 7.462, 4.318)
C (4.210, 6.421, 4.759)
O (3.698, 5.642, 5.855)
C (2.935, 4.534, 5.716)
C (2.316, 4.246, 4.380)
O (2.691, 3.823, 6.686)
H (2.285, 7.000, 3.943)
H (3.619, 8.094, 3.529)
H (2.913, 8.097, 5.162)
H (4.540, 5.779, 3.936)
H (5.107, 6.927, 5.133)
H (1.338, 4.728, 4.323)
H (2.188, 3.162, 4.285)
H (2.935, 4.552, 3.538)